Formula: C16H32O8S4
Source: OMol25
Level of theory: ωB97M-V/def2-TZVPD

```
60
Properties=species:S:1:pos:R:3:mulliken_charge:R:1
O -29.702 -3.107 -16.462 -0.3953
S -28.589 -2.196 -16.663 0.8436
O -27.387 -2.338 -15.862 -0.6638
C -28.206 -2.135 -18.421 -0.7670
C -28.984 -0.902 -18.941 -0.4950
C -28.806 0.199 -17.874 -0.7034
C -29.205 -0.483 -16.580 -0.3714
H -28.495 -3.111 -18.802 0.3990
H -27.157 -1.897 -18.578 0.3839
H -28.590 -0.631 -19.919 0.4118
H -30.039 -1.146 -19.079 0.1582
H -29.465 1.041 -18.073 0.3568
H -27.770 0.535 -17.856 0.2929
H -30.292 -0.602 -16.527 0.2797
H -28.943 -0.006 -15.633 0.3219
O -32.620 -3.344 -14.052 -0.6616
S -32.545 -4.682 -13.499 1.2051
O -32.112 -4.941 -12.136 -0.7070
C -34.120 -5.520 -13.760 -0.8722
C -33.813 -6.728 -14.639 -0.9014
C -32.669 -6.343 -15.590 0.0605
C -31.603 -5.707 -14.675 -0.5571
H -34.752 -4.787 -14.267 0.3213
H -34.546 -5.678 -12.772 0.4999
H -33.487 -7.519 -13.959 0.3775
H -34.676 -7.106 -15.184 0.3830
H -32.984 -5.580 -16.302 -0.4119
H -32.333 -7.224 -16.131 0.4575
H -30.826 -5.094 -15.129 0.2308
H -31.128 -6.529 -14.134 0.4330
O -28.525 0.659 -12.979 -0.6355
S -28.017 -0.222 -11.933 1.0819
O -27.055 0.231 -10.937 -0.6881
C -29.442 -0.980 -11.114 -0.7571
C -29.571 -2.405 -11.714 -0.5495
C -28.768 -2.474 -13.042 -0.0773
C -27.469 -1.745 -12.803 -0.8075
H -30.317 -0.391 -11.363 0.4390
H -29.204 -1.136 -10.067 0.3631
H -29.167 -3.127 -11.010 0.3770
H -30.606 -2.611 -11.975 0.0912
H -29.387 -2.046 -13.832 -0.1551
H -28.658 -3.514 -13.348 0.5127
H -26.863 -1.430 -13.650 0.3787
H -26.760 -2.278 -12.165 0.4002
O -33.652 -5.786 -18.814 -0.6217
S -33.393 -4.431 -19.257 1.1922
O -32.958 -4.172 -20.618 -0.7173
C -34.784 -3.401 -18.813 -0.8851
C -34.541 -3.131 -17.322 -0.4874
C -33.064 -2.710 -17.225 -0.3124
C -32.238 -3.671 -18.070 -0.5474
H -35.711 -3.924 -19.040 0.4735
H -34.719 -2.530 -19.466 0.3692
H -35.224 -2.391 -16.903 0.4341
H -34.762 -4.025 -16.733 0.0653
H -32.754 -2.659 -16.180 0.0177
H -33.011 -1.686 -17.600 0.4033
H -31.689 -4.494 -17.622 0.3648
H -31.513 -3.066 -18.613 0.3687
```

Values from the calculation:
LUMO energy = 0.4 eV
energy relative to the best compared isomer or geometry (same formula, charge and spin) = 13.3 kJ/mol
SMILES string = O=S1(=O)CCCC1.O=S1(=O)CCCC1.O=S1(=O)CCCC1.O=S1(=O)CCCC1

=====

Formula: C3H8N2O2
Source: OMol25
Level of theory: ωB97M-V/def2-TZVPD

```
15
Properties=species:S:1:pos:R:3:mulliken_charge:R:1
C -1.779 -1.260 -0.253 -1.0103
C -1.121 0.085 0.218 0.7337
C -1.807 1.318 -0.310 -1.0675
O -0.107 0.167 0.896 -0.5102
H -2.561 -1.583 0.454 0.2975
H -2.239 -1.286 -1.303 0.2987
H -1.075 -2.175 -0.176 0.2879
H -1.750 2.170 0.324 0.3383
H -2.704 1.158 -0.766 0.3640
H -1.014 1.504 -1.099 0.2645
N 3.264 -0.504 0.378 -0.3337
N 2.523 0.561 0.462 0.4423
O 3.144 1.600 0.473 -0.5501
H 2.932 -1.380 0.433 0.1956
H 4.295 -0.375 0.269 0.2493
```

Values from the calculation:
LUMO energy = 0.9 eV
energy relative to the best compared isomer or geometry (same formula, charge and spin) = 406.8 kJ/mol
SMILES string = CC(C)=O.NN=O

=====

Formula: CH4F2P2
Source: OMol25
Level of theory: ωB97M-V/def2-TZVPD

```
9
Properties=species:S:1:pos:R:3:mulliken_charge:R:1
F 0.021 -1.509 1.083 -0.2357
C 0.000 -0.678 0.000 0.4339
F -0.020 -1.509 -1.083 -0.2357
P 1.543 0.399 -0.059 -0.1099
P -1.543 0.399 0.059 -0.1099
H 2.400 -0.658 0.242 0.0630
H 1.396 0.754 1.280 0.0657
H -2.399 -0.658 -0.242 0.0630
H -1.396 0.753 -1.281 0.0657
```

Values from the calculation:
LUMO energy = 1.0 eV
energy relative to the best compared isomer or geometry (same formula, charge and spin) = 17.6 kJ/mol
SMILES string = FC(F)(P)P

=====

Formula: C11H20ClIN2O2PPr
Source: OMol25
Level of theory: ωB97M-V/def2-TZVPD

```
39
Properties=species:S:1:pos:R:3:lowdin_spin:R:1
C -3.854 2.027 -5.078 0.0000
C -3.975 0.732 -4.492 0.0001
H -4.653 1.979 -5.872 0.0000
H -2.858 2.151 -5.570 0.0000
H -4.092 2.851 -4.359 0.0000
O -3.831 -0.066 -3.680 0.0001
I -1.762 3.683 -1.116 -0.0147
Pr -0.810 0.989 -0.337 2.0406
P 1.092 -1.224 -1.438 -0.0030
C 1.379 -3.027 -1.387 -0.0012
C 0.903 -0.967 -3.250 0.0008
H 2.873 0.385 -1.189 -0.0001
H 3.368 -0.999 -2.228 -0.0001
H 3.299 -1.192 -0.441 0.0000
C 2.850 -0.705 -1.311 -0.0001
H 0.708 0.093 -3.458 0.0001
H 1.848 -1.264 -3.720 0.0001
H 2.114 -3.323 -2.147 -0.0002
H 0.433 -3.554 -1.567 0.0000
H 0.088 -1.597 -3.620 0.0000
H 1.774 -3.277 -0.390 0.0000
C -0.975 -1.640 0.592 -0.0022
O -0.999 -2.625 1.206 -0.0001
Cl 1.512 2.147 -0.321 -0.0143
C 2.574 0.611 4.566 -0.0001
C 1.263 0.549 3.843 -0.0004
C -0.043 0.444 4.335 -0.0003
C -0.907 0.515 3.227 0.0000
N -0.169 0.736 2.093 -0.0054
N 1.160 0.711 2.508 -0.0002
C -2.397 0.446 3.258 0.0004
H 2.712 1.600 5.051 0.0000
H 2.620 -0.150 5.365 0.0000
H 3.411 0.435 3.863 0.0000
H -0.298 0.330 5.383 0.0000
H 1.915 0.918 1.826 0.0000
H -2.694 -0.013 4.224 0.0000
H -2.823 1.478 3.219 0.0000
H -2.756 -0.185 2.412 0.0002
```

Values from the calculation:
LUMO energy (alpha / beta) = -9.0 / -9.0 eV
⟨S²⟩ = 2.00
2S+1 = 3
total charge = +2

=====

Formula: C5H33N2O12
Source: OMol25
Level of theory: ωB97M-V/def2-TZVPD

```
52
Properties=species:S:1:pos:R:3:mulliken_charge:R:1
C 3.369 -0.699 0.036 -1.0039
O 3.794 -0.631 1.342 -0.6050
C 1.989 -1.463 -0.132 1.2879
C 1.644 -2.283 1.236 -0.3187
C 0.225 -2.699 1.416 -0.6718
C -0.868 -1.993 0.985 0.2528
N -2.181 -2.461 0.828 -0.4262
N 2.074 -2.435 -1.266 -0.5205
H 4.235 -1.297 -0.251 0.3897
H 3.386 0.215 -0.488 0.4156
H 1.114 -0.713 -0.414 -0.6639
H 2.022 -1.583 2.045 0.1264
H 2.437 -3.122 1.423 0.3652
H 0.124 -3.684 1.948 0.1368
H -0.797 -1.004 0.634 0.3037
H -2.344 -3.354 1.265 0.1956
H -2.801 -1.706 0.951 0.3523
H 2.407 -3.283 -0.985 0.2487
H 2.734 -2.117 -2.045 0.3116
H 3.178 -0.222 1.966 0.3496
H 0.665 1.133 3.015 0.3156
O 1.488 0.519 2.778 -0.6215
H -2.501 2.359 2.177 0.3579
H -1.892 3.470 1.199 0.3204
O -2.166 3.296 2.121 -0.7526
H -3.035 0.040 -2.904 0.2946
H -2.070 1.201 -2.598 0.3683
O -3.028 0.966 -2.924 -0.7167
H -4.000 0.058 0.028 0.3466
H -2.768 0.836 0.437 0.4152
O -3.282 0.100 0.812 -0.7581
H 0.496 -1.351 -3.464 0.4466
H 0.226 0.248 -4.061 0.3004
O 0.662 -0.688 -4.226 -0.7111
H 1.626 1.613 0.653 0.3473
H 0.440 1.833 -0.284 0.4653
O 1.401 1.846 -0.293 -0.7145
H 0.407 0.918 -1.910 0.3866
H -0.977 0.838 -1.049 0.2880
O -0.497 0.781 -2.066 -0.8441
H -1.163 1.008 0.876 0.0479
H 0.914 3.085 2.919 0.3333
O -1.308 1.489 0.107 -1.1837
H -0.577 2.640 2.473 0.4530
H 1.835 0.451 3.640 0.2325
O 0.163 2.651 3.214 -0.7848
H 0.744 -2.699 -2.213 0.3271
H -0.674 -2.324 -1.582 0.3249
O -0.271 -2.868 -2.299 -0.7757
H -1.477 2.897 -0.478 0.4109
H -1.867 3.212 -1.826 0.3701
O -1.637 3.724 -0.972 -0.8155
```

Values from the calculation:
LUMO energy = 2.5 eV
energy relative to the best compared isomer or geometry (same formula, charge and spin) = 498.6 kJ/mol
total charge = -1

=====

Formula: C21H15BrCl3N3O2RhSi
Source: OMol25
Level of theory: ωB97M-V/def2-TZVPD

```
47
Properties=species:S:1:pos:R:3:lowdin_spin:R:1
Rh -0.291 0.472 0.362 2.2569
Br -1.450 -6.770 2.137 0.0341
C -1.457 -4.956 1.569 0.1229
C -2.678 -4.302 1.413 0.1231
C -2.673 -3.017 0.924 0.0672
C -1.476 -2.346 0.582 0.1666
O -1.567 -1.208 0.006 0.3328
C -0.212 -3.002 0.854 0.1522
C 1.045 -2.395 0.646 0.2487
N 1.254 -1.136 0.283 0.3367
C 2.480 -0.627 0.011 0.0435
C 3.724 -1.272 0.192 0.1645
C 4.910 -0.591 0.008 -0.0029
C 4.932 0.738 -0.382 0.1782
C 3.730 1.424 -0.619 0.0075
C 3.658 2.791 -0.959 0.0623
C 2.428 3.385 -1.150 -0.0049
C 1.279 2.614 -1.047 0.0871
N 1.330 1.330 -0.702 0.0875
C 2.502 0.730 -0.452 0.0373
C -0.257 -4.331 1.312 0.0547
H -3.604 -4.801 1.651 0.0052
H -3.595 -2.479 0.765 -0.0004
H 1.908 -3.039 0.804 0.0188
H 3.754 -2.297 0.527 0.0130
H 5.842 -1.107 0.189 -0.0043
H 5.864 1.266 -0.497 0.0097
H 4.574 3.354 -1.041 0.0028
H 2.341 4.437 -1.368 -0.0014
H 0.296 3.026 -1.222 0.0061
H 0.669 -4.866 1.463 -0.0003
Cl -0.858 -0.473 4.034 0.0426
Si -0.059 0.945 2.709 0.1383
Cl -0.864 2.737 3.452 0.0558
Cl 1.942 1.077 3.358 0.0275
O -1.790 1.750 -0.566 0.0741
N -2.826 1.029 -0.840 -0.0036
C -3.760 0.784 0.111 0.0208
C -4.797 -0.081 -0.130 -0.0010
C -4.903 -0.716 -1.363 0.0189
C -3.960 -0.413 -2.342 0.0001
C -2.946 0.465 -2.068 0.0183
H -3.593 1.272 1.061 0.0021
H -5.503 -0.282 0.659 -0.0005
H -5.681 -1.436 -1.558 0.0012
H -4.004 -0.876 -3.314 -0.0004
H -2.162 0.710 -2.770 0.0006
```

Values from the calculation:
LUMO energy (alpha / beta) = -0.3 / -2.9 eV
⟨S²⟩ = 8.81
2S+1 = 6